(1)
15
Properties=species:S:1:pos:R:3:forces:R:3:nbo_charge:R:1 method="wB97M-V/def2-TZVPD" total_energy_ha=-429.20139
O 2.121 -1.808 0.264 -1.56 -2.83 0.56 -0.57
N 0.097 1.018 -0.345 -2.97 0.61 4.39 -0.50
N 1.263 1.837 -0.066 0.60 0.04 2.28 -0.72
N -0.541 -1.316 -0.271 -1.05 0.87 -0.57 -0.66
N -2.468 0.190 0.431 6.49 -5.25 -3.42 -0.78
N 1.739 -0.567 -0.207 -3.37 -1.98 -0.29 -0.30
C -1.901 -0.977 -0.286 -3.19 3.04 1.59 0.31
C 0.348 -0.357 -0.250 2.39 1.89 0.34 0.59
H -0.868 1.238 0.419 2.93 -1.11 -3.07 0.45
H 1.258 -2.411 0.398 2.31 2.29 -0.64 0.50
H 1.607 2.173 1.037 -2.24 -1.22 -4.06 0.37
H -2.694 -1.737 -1.000 2.60 2.16 2.58 0.19
H -3.398 0.016 0.531 -3.48 -0.41 -0.16 0.34
H 1.049 2.559 -0.715 0.69 1.42 0.28 0.38
H 2.387 0.142 0.062 -0.16 0.48 0.19 0.42

---

(2)
15
Properties=species:S:1:pos:R:3:forces:R:3:nbo_charge:R:1 method="wB97M-V/def2-TZVPD" total_energy_ha=-695.22648 smiles="N=[PH2]n1cnc(N)[nH+]1" total_charge=+1
P -1.572 -1.552 0.091 -1.87 -0.73 1.92 1.43
N -0.480 -0.244 -0.407 -1.98 -1.98 0.53 -0.42
N -1.983 -1.521 1.598 1.46 0.66 -1.04 -1.22
N 0.540 0.068 0.408 0.53 1.68 -1.93 -0.35
N 0.587 1.377 -1.417 -0.44 -0.76 0.01 -0.41
N 2.306 1.566 0.310 0.66 0.26 -0.52 -0.85
C -0.462 0.530 -1.477 1.34 0.81 -0.07 0.28
C 1.190 1.067 -0.273 0.32 -0.29 1.66 0.58
H -1.204 0.451 -2.274 0.33 0.10 0.32 0.26
H 3.189 1.440 -0.169 -0.23 0.50 0.06 0.44
H -2.746 -1.344 -0.689 0.94 -0.08 -0.63 -0.01
H -1.524 -0.744 2.074 -0.54 -0.29 0.55 0.38
H 0.772 -0.336 1.310 -0.29 -0.26 -0.23 0.47
H -0.921 -2.755 -0.309 -0.14 0.61 -0.43 -0.02
H 2.307 1.995 1.225 -0.08 -0.24 -0.19 0.43